The following is a quantum chemistry calculation of 5 unconnected molecules or ions with the total composition C36H43B3IN4O14P in a non-equilibrium geometry, from the Open Molecules 2025 dataset.

Last column: Löwdin charge in e.
CARTESIAN COORDINATES (ANGSTROEM)
C (-0.58679, 4.01717, 2.64074)  0.150
C (-0.70371, 2.83899, 2.42072)  0.071
B (-1.09399, 1.48707, 1.83977)  -0.635
O (-2.40066, 1.06085, 1.94373)  0.296
B (-2.80507, 0.03568, 1.10088)  -0.517
C (-4.27452, -0.10897, 0.59412)  -0.048
C (-5.12440, 1.17637, 0.68589)  -0.204
C (-6.20387, 1.26341, -0.42068)  -0.195
P (-6.56290, 2.91349, -1.08999)  0.480
O (-8.00505, 3.16427, -1.10282)  -0.264
O (-5.81547, 3.95595, -0.14118)  -0.195
C (-4.52965, 4.51821, -0.48803)  -0.247
C (-3.68381, 4.66876, 0.76619)  -0.053
O (-5.91232, 3.09768, -2.54532)  -0.198
C (-5.38214, 1.98774, -3.27514)  -0.263
C (-4.00147, 1.56024, -2.80598)  -0.080
O (-1.82870, -0.87429, 0.70555)  0.294
B (-0.67910, -0.20330, 0.29834)  -0.600
C (-0.05974, -0.50101, -1.11126)  -0.114
C (0.80399, 0.59989, -1.72192)  -0.740
C (2.21657, 0.59422, -1.14268)  -0.142
I (-0.12038, 2.54356, -1.62919)  0.954
O (-0.15406, 0.72480, 1.17782)  0.255
H (-0.50622, 5.06646, 2.79635)  0.011
H (-4.76699, -0.90939, 1.14954)  0.123
H (-4.22957, -0.45430, -0.43968)  0.105
H (-4.47288, 2.04207, 0.68504)  0.074
H (-5.65117, 1.18028, 1.63493)  0.121
H (-7.15536, 0.97870, 0.01905)  0.095
H (-5.99432, 0.53099, -1.19356)  0.076
H (-4.70409, 5.49862, -0.92142)  0.121
H (-4.00562, 3.89160, -1.20297)  0.094
H (-3.15981, 3.74628, 0.99978)  0.049
H (-2.92067, 5.42788, 0.61299)  0.074
H (-4.31376, 4.93850, 1.60778)  0.090
H (-5.30679, 2.33467, -4.30135)  0.119
H (-6.08202, 1.15454, -3.28338)  0.111
H (-3.90494, 1.61572, -1.72458)  0.051
H (-3.76288, 0.55983, -3.15815)  0.087
H (-3.24510, 2.22719, -3.21316)  0.057
H (-0.87062, -0.78935, -1.77795)  0.115
H (0.58146, -1.38082, -0.99022)  0.118
H (0.87683, 0.40095, -2.78521)  0.064
H (2.69063, 1.56547, -1.23628)  0.058
H (2.80701, -0.09765, -1.74070)  0.067
H (2.22553, 0.25540, -0.11379)  0.071
C (2.08547, 10.90074, 3.15767)  -0.068
C (1.02803, 10.61981, 4.01276)  -0.063
C (0.18404, 9.55445, 3.74728)  -0.001
C (0.42196, 8.78675, 2.62277)  -0.145
C (1.46550, 9.05004, 1.75550)  0.000
C (2.30166, 10.11921, 2.03040)  -0.063
N (-0.46068, 7.64487, 2.34399)  -0.349
O (-1.38067, 7.43661, 3.10815)  0.076
O (-0.21611, 6.96334, 1.36766)  0.064
H (2.74429, 11.73170, 3.37112)  0.108
H (0.86059, 11.23010, 4.88902)  0.109
H (-0.64210, 9.32561, 4.40318)  0.120
H (1.62349, 8.43318, 0.88393)  0.120
H (3.12396, 10.34087, 1.36481)  0.109
C (2.54870, -7.06085, -0.11728)  -0.056
C (2.19975, -6.19376, 0.91012)  -0.059
C (2.47994, -4.84192, 0.80323)  0.004
C (3.10528, -4.38275, -0.34062)  -0.148
C (3.46520, -5.22809, -1.37195)  -0.005
C (3.18243, -6.57914, -1.25572)  -0.059
N (3.38472, -2.94499, -0.47047)  -0.342
O (3.08377, -2.22583, 0.45976)  0.077
O (3.89166, -2.55624, -1.50458)  0.066
H (2.32584, -8.11563, -0.02983)  0.111
H (1.71186, -6.56893, 1.79680)  0.084
H (2.21348, -4.15787, 1.59535)  0.118
H (3.95667, -4.84807, -2.25527)  0.111
H (3.45485, -7.25468, -2.05461)  0.109
C (5.42155, -3.49465, -6.15376)  -0.068
C (4.19275, -3.70588, -5.54257)  -0.066
C (3.46413, -4.84968, -5.82454)  -0.009
C (3.98378, -5.76816, -6.71607)  -0.149
C (5.20124, -5.57519, -7.34082)  -0.003
C (5.92151, -4.42641, -7.05417)  -0.064
N (3.22073, -6.99546, -7.00104)  -0.357
O (2.14864, -7.13080, -6.44927)  0.076
O (3.71175, -7.79795, -7.76574)  0.080
H (5.99077, -2.60329, -5.92684)  0.108
H (3.80211, -2.98077, -4.84145)  0.106
H (2.50731, -5.01693, -5.35298)  0.118
H (5.58177, -6.30786, -8.03609)  0.119
H (6.87678, -4.26091, -7.53235)  0.108
C (-0.21536, -3.78626, 6.21113)  -0.067
C (-0.48158, -4.76881, 5.26679)  -0.063
C (0.53923, -5.58343, 4.80554)  -0.008
C (1.81481, -5.39637, 5.30488)  -0.148
C (2.10241, -4.42279, 6.24252)  -0.001
C (1.07421, -3.61267, 6.69553)  -0.061
N (2.90397, -6.26321, 4.82458)  -0.345
O (2.63404, -7.08845, 3.97377)  0.057
O (4.00721, -6.09576, 5.29426)  0.089
H (-1.01585, -3.15409, 6.57105)  0.108
H (-1.48581, -4.90264, 4.88985)  0.109
H (0.34336, -6.35159, 4.07291)  0.114
H (3.10916, -4.29764, 6.61094)  0.120
H (1.28042, -2.84526, 7.42823)  0.110

## Properties
Orbital gap: 0.314 hartree